Molecular formula: C43H90F10N3O17S10
Method: DFT, ωB97M-V with the def2-TZVPD basis set

F_max	0.1662	Eh/bohr
relative energy (zero: lowest compared OMol25 entry of this formula, charge and spin)	508.0	kcal per mole
net charge	+1
lowest unoccupied orbital energy	-0.1415	Ha
HOMO level	-9.7	eV

Atoms and positions in Å:
S: 6.41 0.15 -5.92
S: 5.18 -2.24 4.09
S: -0.12 4.31 -2.77
S: -4.38 7.37 0.19
S: 5.25 -4.02 -5.26
S: -9.19 -0.82 -2.96
S: 1.32 -2.65 8.36
S: -7.84 0.59 7.11
S: -4.60 -2.21 6.18
S: 7.15 3.76 1.83
F: 5.59 0.83 1.37
F: 4.69 -0.74 -1.30
F: 7.65 4.81 0.53
F: 3.94 2.19 2.67
F: 8.63 4.17 2.61
F: 6.48 5.19 2.57
F: 5.80 3.55 -0.51
F: 4.63 4.60 1.28
F: 6.76 2.81 3.20
F: 7.98 2.50 1.02
O: 0.04 -4.76 -2.98
O: -1.66 -2.43 -6.66
O: 5.10 -0.45 -5.52
O: 5.26 -2.11 2.60
O: 0.76 1.24 -0.84
O: -7.04 -0.67 7.28
O: -0.07 -1.87 -1.26
O: 4.19 -4.75 -4.49
O: -4.06 6.13 -0.60
O: -0.08 3.39 -3.95
O: -0.35 -0.39 0.72
O: 0.08 -2.69 -3.39
O: -2.32 -1.96 0.76
O: -3.10 -2.22 6.16
O: 1.64 -3.89 7.57
O: -8.43 0.36 -2.42
O: -1.17 -1.67 3.60
N: 2.30 -0.17 -2.00
N: 2.17 1.03 -4.92
N: -0.36 -3.68 -2.57
C: -5.79 7.00 1.26
C: -5.50 1.09 -0.78
C: -1.50 -0.82 -3.02
C: 3.27 -2.67 -2.03
C: -8.23 -1.51 -4.32
C: -5.12 -2.65 7.86
C: 3.49 -1.06 -2.14
C: -2.80 0.47 0.18
C: -4.30 0.03 -0.39
C: 0.00 -1.39 -2.62
C: 1.13 -1.95 2.38
C: 6.14 -0.88 4.80
C: 4.74 2.07 1.39
C: -1.74 -0.77 0.57
C: 0.24 5.98 -3.36
C: 1.32 -2.23 0.79
C: -0.09 -3.02 9.43
C: 6.09 1.88 -6.36
C: -2.18 -1.57 -4.33
C: -0.21 -2.67 3.06
C: 6.77 -0.40 -7.60
C: -1.48 -1.24 -5.77
C: -7.44 1.69 8.49
C: 1.65 0.04 -0.68
C: 0.43 -1.52 7.26
C: -3.68 3.14 -0.03
C: 4.58 -3.68 -6.91
C: -2.48 2.06 0.36
C: 6.33 -3.55 4.58
C: 0.96 0.85 -3.98
C: 4.44 -3.38 -1.06
C: -5.16 -3.74 5.41
C: 3.58 1.81 0.21
C: -7.01 1.58 5.84
C: 5.52 3.44 0.96
C: 6.47 -5.24 -5.80
C: -8.91 -2.20 -1.82
C: -1.85 4.62 -2.37
C: 2.61 0.50 0.58
C: -5.18 2.69 -0.58
C: -5.27 8.50 -0.91
C: 0.56 -1.12 -0.21
C: 1.26 -0.51 -3.10
H: -4.91 -3.71 4.35
H: 3.35 -0.33 0.95
H: -2.30 3.69 -2.01
H: -5.96 1.71 6.09
H: -5.62 9.37 -0.34
H: -8.69 -2.44 -4.66
H: 1.81 0.73 -5.86
H: -8.23 -0.78 -5.15
H: 6.39 -3.59 5.67
H: 3.77 -2.96 -6.82
H: 2.90 2.77 0.24
H: 6.21 -1.00 5.88
H: -7.83 1.24 9.41
H: 7.14 -0.85 4.36
H: 4.19 -4.54 -1.03
H: -6.25 -3.83 5.52
H: -0.42 -2.04 6.81
H: 5.98 -6.06 -6.32
H: -4.67 -4.60 5.87
H: -6.05 3.47 -0.82
H: -2.09 -2.13 -7.52
H: -7.84 -2.34 -1.66
H: -0.74 -3.38 2.28
H: 0.10 6.70 -2.55
H: -6.36 1.80 8.58
H: -4.83 -1.84 8.54
H: 7.19 -4.76 -6.47
H: 4.21 -4.60 -7.36
H: 1.28 6.02 -3.71
H: 5.28 1.94 -7.09
H: -2.39 4.95 -3.26
H: 5.92 -0.20 -8.25
H: -6.60 6.58 0.67
H: -1.87 -2.15 4.16
H: 1.88 -1.17 -3.88
H: -0.30 -1.14 -5.62
H: -1.95 -0.31 -6.31
H: -6.12 7.99 -1.37
H: 0.23 -3.75 10.18
H: -1.92 5.38 -1.59
H: -7.50 2.56 5.77
H: 0.08 -0.66 7.83
H: 5.95 -4.50 4.20
H: 0.91 1.84 -3.36
H: -3.28 -1.09 -4.40
H: 3.47 -3.15 -3.11
H: 0.81 1.82 -0.03
H: -7.91 2.66 8.33
H: 2.20 -3.03 -1.73
H: -1.44 2.44 0.79
H: 6.96 -1.48 -7.58
H: -7.10 1.07 4.88
H: 7.32 -3.36 4.15
H: -6.20 -2.77 7.89
H: -2.40 -2.73 -4.14
H: -7.20 -1.69 -4.00
H: 3.92 -0.87 -3.25
H: -6.12 7.92 1.76
H: 1.99 0.86 1.53
H: 0.80 -3.27 0.55
H: -1.58 0.35 -3.05
H: -9.35 -3.11 -2.24
H: -0.42 -2.11 9.93
H: 5.47 -3.18 -1.59
H: 1.11 -1.19 6.48
H: -4.51 -1.13 -0.49
H: -2.22 -1.15 -2.13
H: -5.47 6.27 2.01
H: 2.48 -2.30 0.60
H: 5.62 0.06 4.58
H: -9.40 -1.98 -0.87
H: 2.05 -2.51 2.91
H: 5.37 -3.25 -7.54
H: 6.99 -5.62 -4.92
H: 2.32 2.08 -5.01
H: 7.66 0.11 -7.97
H: 4.06 1.71 -0.87
H: 1.26 -0.82 2.71
H: -4.63 -3.58 8.17
H: -0.43 6.23 -4.20
H: 2.64 0.80 -2.31
H: -4.59 8.84 -1.69
H: 0.03 0.80 -4.67
H: -6.55 0.65 -1.14
H: 5.81 2.42 -5.46
H: 4.48 -2.92 0.01
H: 7.00 2.32 -6.77
H: -0.90 -3.44 8.84
H: 0.11 -3.35 3.98
H: -3.51 4.31 0.12